[1]
{
  "formula": "C5H10N2O2S",
  "method": "the ωB97M-V functional and the def2-TZVPD basis",
  "symbols": ["S", "O", "O", "N", "N", "C", "C", "C", "C", "C", "H", "H", "H", "H", "H", "H", "H", "H", "H", "H"],
  "xyz": [[2.30178, -1.85976, -0.01337], [3.48094, 1.10780, -0.23464], [1.82960, 1.59793, 1.13652], [-0.88782, -0.53641, 0.11689], [2.44806, 0.82552, 0.36546], [-0.24090, 0.09664, -0.88632], [-0.20699, 1.54227, -1.18551], [1.93067, -0.32571, -0.08277], [-1.09729, -1.94889, -0.04377], [-1.33427, 0.22549, 1.31480], [-0.34826, 0.73920, 1.51626], [-1.25823, 1.88083, -1.07363], [-0.16905, -2.65860, -0.20623], [0.08062, -0.70165, -1.67063], [-1.59609, -2.18134, 0.98619], [-2.07017, 0.91625, 1.26925], [-1.50060, -0.33805, 2.24517], [0.13317, 1.72275, -2.23514], [0.41751, 2.07247, -0.45783], [-1.91267, -2.17675, -0.86073]],
  "forces_ev_per_a": [[0.5682, -0.4244, 0.4181], [0.5725, 0.8469, 0.0051], [0.2797, -0.7222, -0.3936], [-0.3714, 1.7809, -1.5908], [0.5555, 1.1861, 0.7068], [1.6870, -3.2860, -0.0911], [-0.7803, -0.0051, -0.3911], [-2.2728, -0.7115, -1.1140], [-2.0353, -2.6548, 1.3282], [5.2421, -1.6085, 0.9109], [-1.2210, 0.1836, 0.4168], [0.5525, 0.2375, -0.1242], [-1.7579, 1.9868, 0.3730], [-0.7316, 1.8733, 1.1314], [0.9084, -0.4615, -1.9954], [-2.5548, 2.0215, -1.1295], [0.0313, -0.6044, -0.8371], [-0.1937, -0.1805, 1.0359], [-0.0786, 0.1031, -0.0786], [1.6002, 0.4393, 1.4195]],
  "nbo_charge": [0.0340, -0.4041, -0.4807, -0.3911, 0.3683, 0.2457, -0.7158, -0.1468, -0.4385, -0.4500, 0.2512, 0.2338, 0.2586, 0.2434, 0.2151, 0.2084, 0.2273, 0.2524, 0.2828, 0.2059],
  "gap_ev": 6.95,
  "homo_ev": -7.4
}

=====

[2]
{
  "formula": "C5H12N2",
  "method": "the ωB97M-V functional and the def2-TZVPD basis",
  "symbols": ["N", "N", "C", "C", "C", "C", "C", "H", "H", "H", "H", "H", "H", "H", "H", "H", "H", "H", "H"],
  "xyz": [[-1.13958, -0.38444, 1.04076], [0.30584, 1.19957, 2.18131], [-0.34427, -0.70855, -0.08169], [-0.81985, 0.83902, 1.67381], [0.77189, -1.68842, 0.19790], [0.23893, 0.80910, -0.72052], [0.21503, 0.68637, -2.24093], [-0.99855, -1.05957, -0.88258], [0.69369, 1.55283, -2.70809], [0.73952, -0.20783, -2.58973], [1.28028, 0.85387, -0.38191], [-1.76842, 1.28973, 2.00793], [-0.16905, 1.79690, -0.48846], [1.34226, -1.89519, -0.71207], [-1.57470, -1.11105, 1.59586], [-0.81756, 0.63699, -2.60489], [0.36853, -2.64141, 0.56001], [0.21899, 1.34437, 3.18973], [1.45699, -1.31229, 0.96357]],
  "forces_ev_per_a": [[0.1769, 1.7252, -0.9985], [-0.2251, -2.2011, -0.9288], [0.8895, 2.5672, -1.5978], [-0.8725, -1.1439, 3.8477], [0.4264, -0.0313, -0.1576], [0.7708, -2.7429, -0.3766], [-0.0401, 0.0198, -0.0901], [0.1284, -0.2214, -0.0776], [-0.0515, -0.0838, 0.0055], [-0.0512, 0.0423, 0.0324], [-0.1633, 0.0377, 0.0293], [0.0690, 0.0964, 0.3726], [-0.7224, -0.6345, 0.6754], [0.0016, -0.0395, 0.0575], [0.0055, 0.5072, 0.0500], [0.1376, -0.0044, -0.0197], [-0.0568, 0.0993, -0.0921], [-0.2825, 1.9204, -0.6204], [-0.1405, 0.0873, -0.1114]],
  "nbo_charge": [-0.7089, -0.7660, -0.0035, 0.3795, -0.6386, -0.4169, -0.6132, 0.1800, 0.2080, 0.1997, 0.2120, 0.1263, 0.2170, 0.2092, 0.4006, 0.1985, 0.2055, 0.3842, 0.2265],
  "smiles": "[H]/N=C/N[C@H](C)CC",
  "gap_ev": 9.28,
  "homo_ev": -8.5
}

=====

[3]
{
  "formula": "C3H13NO4",
  "method": "the ωB97M-V functional and the def2-TZVPD basis",
  "symbols": ["O", "O", "O", "O", "N", "C", "C", "C", "H", "H", "H", "H", "H", "H", "H", "H", "H", "H", "H", "H", "H"],
  "xyz": [[0.60047, -2.22453, -2.24526], [1.90276, -1.79988, 0.22057], [1.32255, 0.91225, -1.71467], [-3.52882, -0.31222, 0.08008], [-0.59926, 1.40871, 0.84483], [-1.29808, 0.16932, 0.67039], [-2.54012, 0.33685, -0.15660], [0.64087, 1.38475, 1.63407], [1.24004, 0.51161, 1.39105], [1.21142, 2.24860, 1.29955], [-1.51312, -0.47921, 1.54441], [-0.59171, -0.56279, 0.23064], [-2.53435, 0.98921, -1.04290], [-1.20148, 2.17318, 1.13815], [1.78214, 0.07061, -1.60256], [0.67752, -1.74709, -3.08540], [1.03937, 1.20121, -0.83944], [1.45058, -2.43286, -0.36213], [1.43086, -1.71672, 1.05240], [0.08836, -1.55790, -1.75410], [0.41998, 1.42690, 2.69692]],
  "forces_ev_per_a": [[-0.5254, 0.8737, -0.1571], [0.1406, 0.1725, -0.2194], [-0.0505, -0.1235, -0.2950], [-0.0418, 0.2063, -0.0205], [0.3318, 0.2499, -0.1067], [0.8422, -1.0067, 0.4628], [-0.3799, -1.1385, -0.0857], [-0.7542, 0.3779, -0.5928], [-0.0870, -0.1852, 0.0090], [0.2297, 0.1317, 0.4487], [-0.6183, 0.9349, 0.4099], [-0.1903, 0.5108, -0.8813], [0.3377, 0.3472, 0.1183], [0.1262, -0.3103, 0.0134], [0.0275, 0.1312, 0.3343], [0.2591, -0.4572, -0.0387], [-0.1015, -0.1209, -0.0249], [0.1185, 0.2196, 0.3428], [-0.1345, -0.3888, -0.0618], [0.1287, -0.3615, 0.0576], [0.3415, -0.0631, 0.2872]],
  "nbo_charge": [-0.9505, -0.9637, -0.9628, -0.5022, -0.6411, -0.3340, 0.4176, -0.4256, 0.1988, 0.2088, 0.1885, 0.2016, 0.1288, 0.3694, 0.4814, 0.4829, 0.4789, 0.4981, 0.4672, 0.4713, 0.1865],
  "smiles": "CNCC=O.O.O.O",
  "gap_ev": 10.06,
  "homo_ev": -9.6
}

=====

[4]
{
  "formula": "C14H37BrMnN3O4",
  "method": "the ωB97M-V functional and the def2-TZVPD basis",
  "symbols": ["Br", "Mn", "O", "O", "O", "O", "N", "N", "N", "C", "C", "C", "C", "C", "C", "C", "C", "C", "C", "C", "C", "C", "C", "H", "H", "H", "H", "H", "H", "H", "H", "H", "H", "H", "H", "H", "H", "H", "H", "H", "H", "H", "H", "H", "H", "H", "H", "H", "H", "H", "H", "H", "H", "H", "H", "H", "H", "H", "H", "H"],
  "xyz": [[2.47643, -0.59916, -2.21385], [0.74539, 0.32585, -0.66219], [-2.63553, -2.20913, -3.75504], [2.00321, 1.93168, 0.24091], [-0.00479, 2.04371, -1.76149], [1.00141, -0.76573, 3.65083], [-0.92633, -0.81792, -1.54406], [1.47391, -0.95421, 0.95212], [-0.54653, 1.19847, 0.80355], [1.83640, -3.24820, 1.82256], [1.44363, 2.43279, 1.46956], [3.23886, 2.51204, -0.08752], [-0.65524, 2.85327, 2.73345], [-1.21729, 1.61639, -2.40677], [-3.66507, -2.97937, -4.33573], [0.14168, -1.63076, 2.92881], [0.82080, -2.11215, 1.64204], [-2.12363, -2.84701, -2.63886], [-1.19043, 0.12357, -2.67148], [0.52549, 3.24435, -2.32823], [-0.08261, 2.47663, 1.35048], [-0.82222, -2.17934, -2.10654], [0.42855, -0.47452, 4.92851], [-0.09403, -2.22851, -2.91962], [-0.48721, 0.11043, 4.79570], [-0.25775, -2.42741, 3.56007], [-0.16426, 2.26810, 3.51370], [-0.28119, 3.28615, 0.64407], [-0.37533, 0.59046, 1.61449], [-1.56444, 1.21903, 0.73821], [1.13539, 0.08344, 5.53592], [-4.07471, -2.42857, -5.18723], [2.61148, -2.96483, 2.53754], [3.97830, 2.44422, 0.72158], [-1.74125, 2.82037, 2.74750], [-0.06332, -2.43268, 1.07646], [3.73466, 1.96212, -0.88818], [-0.33315, -2.80885, -1.35856], [1.29554, 3.63633, -1.66340], [-1.32458, 2.12477, -3.36969], [2.25531, -3.45958, 0.83763], [-3.37517, -3.92621, -4.79919], [-0.20334, 4.04433, -2.44446], [-2.77547, -2.91804, -1.75401], [2.25941, -1.41916, 0.49418], [0.17538, -1.40523, 5.44066], [-2.20938, -0.08623, -3.01650], [1.86088, 3.41969, 1.67977], [1.96788, -0.51275, 1.74027], [-1.78404, -0.82265, -0.99246], [-2.07800, 2.01846, -1.85334], [-1.74917, -3.86582, -2.80120], [-0.76509, -1.09217, 2.60487], [1.41929, -4.16980, 2.23188], [3.20005, 3.56757, -0.37074], [-0.47875, -0.07253, -3.47034], [-4.51100, -3.13580, -3.66358], [1.06171, 2.95411, -3.23346], [1.80466, 1.81269, 2.29964], [-0.33539, 3.87332, 2.96077]],
  "forces_ev_per_a": [[0.1017, 0.0467, -0.1368], [1.0413, -0.5316, -0.6918], [-0.2004, -0.5129, -0.0433], [-0.3230, 0.5068, 0.5548], [-0.8302, 0.7002, -0.4954], [-0.3272, -0.2759, 0.3200], [-0.5709, 0.4032, -0.7422], [0.8604, -1.3368, 1.6005], [-0.7372, 0.0083, 2.0920], [-0.3776, 0.1842, 0.1517], [0.4053, -0.1341, -0.2384], [1.8642, 0.0074, -0.1078], [0.7907, 0.3401, -0.5936], [0.2788, 0.4789, 0.1523], [-1.1054, 0.3443, -1.1937], [0.0476, 0.6789, -0.4468], [-0.6960, -0.3870, 0.6421], [2.1295, -0.0170, 2.0722], [-1.4148, 0.2576, -0.2961], [1.1894, -0.2690, 0.2406], [0.7651, 1.2215, 0.4347], [0.2917, -0.5653, -0.6267], [-0.0406, -0.0509, -0.2352], [0.0223, 0.6641, 0.0002], [-0.0204, 0.0255, 0.0894], [0.4102, -0.3520, -0.0582], [-0.4815, -0.4038, 0.0213], [-0.3159, -0.2224, -0.1363], [-0.2341, -0.3262, -0.4171], [0.1052, 0.1172, -0.2006], [0.1232, 0.0277, -0.1725], [0.1745, 0.3122, 0.2084], [0.1556, 0.2155, -0.2581], [-0.4056, -0.0267, 0.3128], [-0.0196, -0.1751, 0.2123], [0.4674, -0.2528, -0.4683], [-0.6046, -0.1372, -0.2263], [-0.5014, -0.1768, 0.1775], [-0.1232, -0.1994, 0.2140], [0.2707, -0.2553, -0.1464], [0.2496, -0.1901, 0.1533], [0.5516, -0.1379, 0.5602], [-0.3040, -0.2866, -0.2608], [-0.7178, 0.1240, -0.4413], [-0.0478, 0.4186, -0.6260], [0.0243, 0.0142, 0.0807], [0.3121, -0.0800, -0.5110], [-0.2749, 0.1722, -0.1692], [-0.2185, 0.3727, -0.3372], [0.1679, 0.0525, 0.1850], [0.0675, -0.5175, 0.3749], [-0.4922, -0.1516, -0.5344], [-0.0142, 0.2551, 0.2094], [-0.3153, 0.0938, -0.1976], [-0.4936, -0.0108, 0.0242], [0.0568, -0.1408, 0.0950], [0.1686, -0.1322, 0.2967], [-0.3582, 0.3935, -0.3338], [-0.2835, -0.2755, -0.0288], [-0.2437, 0.0939, -0.1044]],
  "nbo_charge": [-0.6256, 1.1986, -0.5333, -0.5892, -0.5985, -0.5639, -0.6856, -0.9068, -0.8707, -0.6316, -0.0715, -0.2665, -0.6313, -0.0820, -0.2630, -0.0618, -0.0591, -0.0761, -0.2685, -0.2514, -0.0656, -0.2466, -0.2504, 0.2363, 0.1675, 0.1993, 0.2143, 0.2085, 0.3788, 0.3867, 0.2086, 0.2015, 0.2247, 0.1882, 0.2267, 0.1881, 0.2353, 0.2094, 0.1986, 0.2172, 0.2219, 0.1848, 0.1957, 0.1541, 0.4016, 0.1837, 0.2309, 0.2099, 0.3930, 0.3669, 0.1828, 0.1877, 0.1416, 0.2318, 0.1818, 0.2384, 0.1752, 0.2072, 0.1878, 0.2339],
  "spin_multiplicity": 6,
  "gap_ev": [8.19, 9.06],
  "total_charge": 1,
  "homo_ev": [-10.6, -11.5]
}

=====

For each record above, in turn, the calculated energy relative to the best compared isomer or geometry (same formula, charge and spin) values are 608.2 298.7 213.1 82.1 kJ/mol.